1.
The following is a DFT calculation (ωB97M-V/def2-TZVPD) of a structure of composition C2H2BrIO in a non-equilibrium geometry.

Calculated values
Energy above the lowest of the compared OMol25 structures with the same formula, charge and spin ... 327.8 kJ/mol
HOMO (spin up / spin down) ... -9.033 / -8.322 eV
E ... -3024.21557 Ha
Orbital gap (spin up / spin down) ... 8.66 / 6.24 eV
Molar mass ... 248.8 g/mol

Structure (XYZ):
```
7
Properties=species:S:1:pos:R:3:forces:R:3
C -0.959144 -1.362620 0.310372 0.1 -3.2 1.2
C 1.368199 0.822424 -0.469034 0.0 -2.2 -0.5
O -1.065312 -2.445407 0.745604 0.4 2.6 -1.2
Br 0.331097 1.867276 0.602194 0.4 1.0 0.3
I -2.506305 0.215568 0.435403 -1.4 0.2 -0.1
H 1.560019 1.191179 -1.521547 -0.2 -0.8 1.5
H 1.271444 -0.288420 -0.102993 0.7 2.3 -1.3
```
Positions in Å, forces in eV/Å.

---

2.
The following is a DFT calculation (ωB97M-V/def2-TZVPD) of the molecule C2H2BrN in a non-equilibrium geometry.

Calculated values
Energy above the lowest of the compared OMol25 structures with the same formula, charge and spin ... 120.7 kJ/mol
SMILES ... N#CCBr
HOMO ... -10.640 eV
E ... -2706.10697 Ha
Orbital gap ... 10.23 eV
Molar mass ... 119.9 g/mol

Structure (XYZ):
```
6
Properties=species:S:1:pos:R:3:forces:R:3
N -1.175774 -1.840241 0.179633 -0.2 -1.0 -0.5
C -0.589981 -0.914380 -0.151913 -1.3 -0.2 0.5
C -0.061590 0.361865 -0.012409 5.5 1.3 0.3
Br 1.476778 0.968995 -1.277214 -1.6 -0.1 -0.1
H 0.797938 0.286611 0.676295 -0.5 -1.2 0.4
H -0.447370 1.137149 0.585608 -1.9 1.2 -0.6
```
Positions in Å, forces in eV/Å.

---

3.
The following is a DFT calculation (ωB97M-V/def2-TZVPD) of the molecule C2H2BrNO2 in a non-equilibrium geometry.

Calculated values
Energy above the lowest of the compared OMol25 structures with the same formula, charge and spin ... 207.3 kJ/mol
SMILES ... O=CO/N=C/Br
HOMO ... -10.383 eV
E ... -2856.56843 Ha
Orbital gap ... 11.03 eV
Molar mass ... 151.9 g/mol

Structure (XYZ):
```
8
Properties=species:S:1:pos:R:3:forces:R:3
O -1.342388 -1.928350 -0.076973 -0.3 -0.1 -0.5
C -1.685833 -0.806103 0.008209 0.0 1.3 1.5
O -0.881831 0.319585 0.121946 1.6 0.0 -0.8
N 0.466054 -0.088233 0.016318 0.8 0.0 0.2
C 1.383896 0.775250 -0.055917 -0.7 -2.0 0.0
Br 3.181029 0.256243 -0.114286 0.5 -0.9 0.0
H -2.642002 -0.317902 0.246169 -0.6 -0.8 -0.5
H 1.521075 1.789508 -0.145466 -1.4 2.5 0.0
```
Positions in Å, forces in eV/Å.

---

4.
The following is a DFT calculation (ωB97M-V/def2-TZVPD) of a structure of composition C2H2CeFO2 in a non-equilibrium geometry.

Calculated values
Energy above the lowest of the compared OMol25 structures with the same formula, charge and spin ... 146.3 kJ/mol
Total charge ... +2
HOMO (spin up / spin down) ... -18.686 / -18.653 eV
2S+1 ... 2
E ... -802.11623 Ha
Orbital gap (spin up / spin down) ... 7.37 / 7.36 eV
Molar mass ... 217.2 g/mol

Structure (XYZ):
```
8
Properties=species:S:1:pos:R:3:forces:R:3
O -1.018325 0.949071 -0.263733 -0.2 -0.2 -0.1
C -0.059946 1.510423 0.209283 0.3 0.7 0.1
C 1.130154 0.586801 0.528800 1.1 0.9 0.6
O 1.044058 -0.589699 0.320774 0.2 -0.3 0.0
H 0.008566 2.594910 0.387589 -0.1 -0.1 0.0
F 2.180171 1.148201 1.011011 -0.5 -0.2 -0.2
Ce -1.044248 -1.515550 -0.640297 -0.8 -0.8 -0.4
H -2.639135 -2.219064 -1.509112 0.1 0.1 0.0
```
Positions in Å, forces in eV/Å.

---

5.
The following is a DFT calculation (ωB97M-V/def2-TZVPD) of the molecule C2H2Cl2 in a non-equilibrium geometry.

Calculated values
Energy above the lowest of the compared OMol25 structures with the same formula, charge and spin ... 37.1 kJ/mol
SMILES ... C=C(Cl)Cl
HOMO ... -10.019 eV
E ... -997.75164 Ha
Orbital gap ... 10.81 eV
Molar mass ... 96.9 g/mol

Structure (XYZ):
```
6
Properties=species:S:1:pos:R:3:forces:R:3
C 0.083869 0.825689 -0.069398 -1.0 0.6 1.4
C -0.069760 -0.498623 -0.021771 -0.6 -0.7 -0.3
Cl 1.264153 -1.628324 -0.023057 -0.2 0.6 -0.1
Cl -1.603704 -1.452551 -0.027587 1.1 1.4 0.1
H -0.810649 1.559448 0.128644 1.9 -1.7 -0.8
H 1.136090 1.194359 0.013170 -1.2 -0.2 -0.3
```
Positions in Å, forces in eV/Å.

---

6.
The following is a DFT calculation (ωB97M-V/def2-TZVPD) of a cluster of 2 separate species, C2H2Cl2N2S in total in a non-equilibrium geometry.

Calculated values
Energy above the lowest of the compared OMol25 structures with the same formula, charge and spin ... 382.9 kJ/mol
SMILES ... [S-]/[NH+]=N\Cl.C#CCl
HOMO (spin up / spin down) ... -9.199 / -9.199 eV
E ... -1505.29674 Ha
Orbital gap (spin up / spin down) ... 8.31 / 8.31 eV
Molar mass ... 157.0 g/mol

Structure (XYZ):
```
9
Properties=species:S:1:pos:R:3:forces:R:3
S -2.397392 0.649712 -0.689224 -0.2 0.1 0.0
N -1.557681 -0.141094 0.458910 -0.9 -1.0 0.6
N -1.871622 -0.910594 1.440349 -0.8 0.3 -0.8
Cl -3.583704 -1.287906 1.476500 1.1 0.6 0.0
H -0.557217 -0.209799 0.302649 0.4 0.4 0.4
C -0.035032 -2.954300 -2.513764 0.3 0.3 -0.7
C 0.155352 -2.648123 -1.354148 -0.5 -1.0 -2.6
Cl 0.265667 -2.470221 0.246153 0.6 -0.2 0.8
H -0.129687 -3.143720 -3.624999 0.1 0.4 2.2
```
Positions in Å, forces in eV/Å.

---

7.
The following is a DFT calculation (ωB97M-V/def2-TZVPD) of a cluster of 2 separate species, C2H2Cl2NOP in total in a non-equilibrium geometry.

Calculated values
Energy above the lowest of the compared OMol25 structures with the same formula, charge and spin ... 264.9 kJ/mol
HOMO (spin up / spin down) ... -9.976 / -9.681 eV
E ... -1469.09079 Ha
Orbital gap (spin up / spin down) ... 7.48 / 7.90 eV
Molar mass ... 157.9 g/mol

Structure (XYZ):
```
9
Properties=species:S:1:pos:R:3:forces:R:3
C 0.271079 -1.631364 -0.465082 -0.5 -2.7 -1.2
C -0.134235 -0.392948 -0.039480 -0.2 0.2 -3.8
N 0.327841 -2.742692 -0.856622 0.5 1.7 0.6
O 3.759496 1.536667 1.002106 0.0 0.9 0.4
P 3.465095 0.429492 0.104323 -0.8 -0.5 1.1
Cl 4.097165 0.728953 -1.731427 0.5 -0.2 -1.1
Cl 4.188965 -1.289873 0.902429 0.1 -0.2 -0.4
H -0.193622 -0.330611 0.968218 -0.4 1.1 2.9
H -0.629519 0.213465 -0.849897 0.7 -0.3 1.5
```
Positions in Å, forces in eV/Å.

---

8.
The following is a DFT calculation (ωB97M-V/def2-TZVPD) of the molecule C2H2Cl2O2 in a non-equilibrium geometry.

Calculated values
Energy above the lowest of the compared OMol25 structures with the same formula, charge and spin ... 691.8 kJ/mol
HOMO (spin up / spin down) ... -8.790 / -10.877 eV
E ... -1148.04281 Ha
Orbital gap (spin up / spin down) ... 7.44 / 10.01 eV
Molar mass ... 128.9 g/mol

Structure (XYZ):
```
8
Properties=species:S:1:pos:R:3:forces:R:3
C -0.036980 0.098474 -0.688476 2.1 1.3 -2.1
C 0.916204 -0.394002 0.421482 -0.5 0.4 -1.1
O -1.267585 -0.526087 -0.621861 -1.4 1.0 1.6
O -1.862707 -0.012748 0.499205 -0.4 -0.7 -1.4
Cl 0.091760 -1.200241 1.601934 0.0 -1.6 1.4
Cl 1.956147 0.799239 1.044930 0.8 0.4 -0.2
H -0.075700 1.181429 -0.445343 -0.6 -0.5 -0.4
H 0.278861 0.053935 -1.811871 0.0 -0.4 2.1
```
Positions in Å, forces in eV/Å.

---

9.
The following is a DFT calculation (ωB97M-V/def2-TZVPD) of a cluster of 2 separate species, C2H2Cl2O2 in total in a non-equilibrium geometry.

Calculated values
Energy above the lowest of the compared OMol25 structures with the same formula, charge and spin ... 167.6 kJ/mol
HOMO ... -10.782 eV
E ... -1148.24245 Ha
Orbital gap ... 11.38 eV
Molar mass ... 128.9 g/mol

Structure (XYZ):
```
8
Properties=species:S:1:pos:R:3:forces:R:3
C -2.214198 0.284055 1.097052 0.8 -0.3 0.7
C 1.138809 -0.119320 -0.604231 -1.5 2.2 -0.3
O -3.231774 0.345918 0.641465 -0.9 0.1 -0.5
O 1.447485 -0.295794 0.666213 -0.4 -1.0 3.1
Cl 0.219573 -1.422920 -1.375627 0.5 -0.1 0.0
Cl -0.089921 1.384791 -0.641486 0.9 -0.4 -0.5
H 0.717431 -0.464353 1.412467 1.7 0.6 -3.2
H 2.012597 0.287622 -1.195856 -1.0 -1.0 0.7
```
Positions in Å, forces in eV/Å.

---

10.
The following is a DFT calculation (ωB97M-V/def2-TZVPD) of a cluster of 2 separate species, C2H2Cl2O2S in total in a non-equilibrium geometry.

Calculated values
Energy above the lowest of the compared OMol25 structures with the same formula, charge and spin ... 510.3 kJ/mol
HOMO (spin up / spin down) ... -10.128 / -8.506 eV
E ... -1546.25951 Ha
Orbital gap (spin up / spin down) ... 9.58 / 6.49 eV
Molar mass ... 161.0 g/mol

Structure (XYZ):
```
9
Properties=species:S:1:pos:R:3:forces:R:3
C 1.631184 0.663863 1.182667 -0.2 -0.8 -0.7
C -1.475740 -0.308422 -0.144849 0.1 0.1 0.0
O 3.714432 -0.235778 -0.024240 0.2 -0.4 -0.4
O -0.972824 0.401404 -1.168216 0.0 0.0 -0.2
S 2.262255 -0.333736 0.112883 0.3 0.9 0.8
Cl -1.063017 -1.977467 -0.164025 0.0 -0.1 0.0
Cl -3.056795 0.082373 0.401019 -0.1 0.1 -0.1
H 0.570595 0.692800 1.371474 -0.2 0.3 0.3
H -1.610091 1.014963 -1.566711 0.0 -0.2 0.3
```
Positions in Å, forces in eV/Å.

---

- Among the records above, which one has the highest energy above the lowest of the compared OMol25 structures with the same formula, charge and spin?
  number 8